# C33H40BaF6N5O6P2S2

A molecular structure, C33H40BaF6N5O6P2S2 at a distorted geometry (ωB97M-V/def2-TZVPD, the Open Molecules 2025 dataset).

XYZ file:
```
95
Properties=species:S:1:pos:R:3:forces:R:3:mulliken_charge:R:1
Ba 0.005589 -1.638739 0.477196 2.0 2.5 -4.1 1.4995
F -1.796746 -2.513431 5.349460 -0.3 0.0 0.0 -0.1813
C -0.553280 -2.660798 4.944275 0.0 0.1 -0.4 0.4866
F -0.237987 -3.931709 4.877381 0.0 -0.2 0.0 -0.1582
F 0.263731 -2.021881 5.753579 0.2 0.1 0.1 -0.1701
S -0.388051 -1.865566 3.255101 -0.8 -1.0 0.3 0.0536
O 0.925649 -2.217048 2.709473 -0.6 -0.3 1.3 -0.5270
O -0.601398 -0.459224 3.434450 -0.5 -0.5 -0.2 -0.3831
N -1.645437 -2.479743 2.254905 1.4 -1.4 0.8 -0.4685
S -1.341093 -3.983744 1.492710 -0.5 0.5 0.8 1.3636
O -1.113489 -3.811999 0.037190 -0.9 -0.5 1.4 -0.8159
O -0.396675 -4.785738 2.193585 0.0 -0.3 0.0 -0.5471
C -3.001664 -4.801282 1.605742 0.0 0.1 0.0 0.4330
F -3.324763 -4.966531 2.871782 0.0 0.0 0.0 -0.1916
F -3.919369 -4.063469 0.994451 0.0 0.0 0.0 -0.1227
F -2.886845 -5.972400 1.003861 0.0 0.0 0.0 -0.1777
O 0.468605 -2.312886 -3.192438 -0.1 0.1 0.1 -0.5771
N 1.210856 -1.488523 -2.320854 0.0 0.2 -0.1 0.5694
C 1.566466 -0.442935 -2.958003 0.1 -0.1 0.1 -0.9329
C 2.331125 0.725380 -2.480491 -0.2 0.1 -0.1 0.7847
C 2.436063 1.726376 -3.453142 0.0 0.0 0.2 -0.7990
C 3.052282 2.936810 -3.183985 -0.1 0.0 -0.1 -0.9564
C 3.580288 3.159868 -1.926122 0.0 0.0 0.1 -0.7288
C 3.506957 2.167113 -0.958639 0.1 0.0 -0.1 -0.2765
C 2.895396 0.944017 -1.208316 0.1 0.0 -0.1 1.1079
P 2.970137 -0.402661 0.033713 0.1 -0.2 0.1 0.4591
C 3.180216 0.416357 1.643087 -0.2 0.1 -0.1 0.7775
C 2.345681 1.491649 1.957840 -0.1 0.0 0.1 -0.4710
C 2.296820 1.991222 3.250714 0.0 0.0 -0.1 -0.7148
C 3.067658 1.414097 4.249251 0.0 0.0 0.0 -0.6726
C 3.881688 0.333055 3.948400 0.1 -0.1 0.0 -0.7958
C 3.933760 -0.171117 2.657090 0.0 0.0 0.0 -0.8214
C 4.580729 -1.143666 -0.362073 0.1 0.1 0.0 0.1401
C 5.795533 -0.562287 0.004443 0.0 0.0 0.0 -0.3122
C 6.991256 -1.136147 -0.389771 0.0 0.0 0.0 -0.7286
C 6.988323 -2.287617 -1.168935 0.0 0.0 0.0 -0.5516
C 5.788491 -2.868547 -1.543512 -0.1 0.1 0.0 -0.6303
C 4.587551 -2.301017 -1.133255 0.1 -0.2 0.0 -0.3502
H 0.390781 -3.148899 -2.721786 0.0 -0.1 0.0 0.3293
H 1.249107 -0.384090 -3.999640 0.1 0.0 0.0 0.3226
H 2.016797 1.547150 -4.435112 0.0 0.0 0.0 0.4449
H 3.116837 3.694450 -3.952954 0.0 0.0 0.0 0.4387
H 4.070246 4.095545 -1.692689 0.0 0.0 0.0 0.4818
H 3.952859 2.350463 0.009903 0.0 0.0 0.0 0.4362
H 1.712944 1.937779 1.198028 0.0 0.0 0.0 0.3834
H 1.648178 2.828842 3.472586 0.0 0.0 0.0 0.4374
H 3.028782 1.799483 5.259242 0.0 0.0 0.0 0.4308
H 4.481980 -0.131468 4.719547 0.0 0.0 0.0 0.4513
H 4.562758 -1.026135 2.443922 0.0 0.0 0.0 0.4930
H 5.807468 0.342687 0.599538 0.0 0.0 0.0 0.3653
H 7.928917 -0.684855 -0.094285 0.0 0.0 0.0 0.4274
H 7.924801 -2.730833 -1.480247 0.0 0.0 0.0 0.4002
H 5.776784 -3.763385 -2.150822 0.0 0.0 0.0 0.4324
H 3.655136 -2.774369 -1.420046 0.0 0.1 0.0 0.2977
O -0.765437 0.620639 0.033938 -0.2 0.8 -0.2 0.2954
P -2.178931 0.973105 -0.367002 0.5 -0.3 -0.1 -0.9083
N -2.940246 -0.478858 -0.758048 0.0 0.7 0.5 1.3854
C -4.273709 -0.835611 -0.210268 0.0 -0.2 -0.2 -0.5317
C -4.883842 -1.755592 -1.277197 -0.1 0.0 0.0 -0.9299
C -3.686241 -2.233254 -2.097248 0.0 0.0 -0.1 -0.5026
C -2.807259 -0.992723 -2.130555 0.0 0.0 0.0 0.1515
N -2.109319 2.017456 -1.624221 -0.7 -0.2 -0.1 0.2480
C -0.947533 2.196190 -2.506397 0.2 -0.1 0.1 0.1377
C -1.506181 2.989364 -3.686382 0.1 0.0 0.0 -0.7695
C -2.963483 2.540259 -3.761624 -0.1 0.0 0.0 -0.6908
C -3.355195 2.457674 -2.292375 0.1 0.1 0.1 -0.5591
N -3.127869 1.692472 0.761683 0.1 0.1 0.0 -0.2308
C -2.902902 3.126788 1.053354 -0.1 0.0 -0.1 -0.8461
C -2.099910 3.107114 2.342094 0.0 0.1 0.1 -0.3222
C -2.781061 1.993607 3.139222 0.0 0.0 0.1 -0.6064
C -3.336667 1.029526 2.074794 -0.1 -0.2 -0.1 0.1286
H -4.878619 0.055954 -0.043318 0.0 0.0 0.0 0.3163
H -4.149194 -1.346937 0.745463 0.0 0.0 0.0 0.2180
H -5.569006 -1.190843 -1.912014 0.0 0.0 0.0 0.3958
H -5.448226 -2.574360 -0.835078 0.0 0.0 0.0 0.3865
H -3.955530 -2.576917 -3.094548 0.0 0.0 0.0 0.4586
H -3.166295 -3.043470 -1.582232 0.0 0.0 0.0 0.1013
H -3.197647 -0.272036 -2.859978 0.0 0.0 0.0 -0.0563
H -1.763046 -1.190108 -2.389167 0.0 0.0 0.0 -0.1945
H -0.562767 1.225809 -2.837114 0.0 0.0 0.0 -0.2800
H -0.140961 2.714561 -1.986651 0.0 0.0 0.0 0.1584
H -0.949415 2.796810 -4.602050 0.0 0.0 0.0 0.4053
H -1.451408 4.060166 -3.481710 0.0 0.0 0.0 0.3588
H -3.030125 1.557423 -4.233038 0.0 0.0 0.0 0.2068
H -3.599744 3.224749 -4.319653 0.0 0.0 0.0 0.4482
H -4.177971 1.771585 -2.083082 0.0 -0.1 -0.1 0.2942
H -3.648315 3.442716 -1.915708 0.0 0.0 0.0 0.4121
H -3.879476 3.594595 1.206262 0.0 0.0 0.0 0.3569
H -2.414954 3.620154 0.216028 0.0 0.0 0.0 0.4944
H -2.114233 4.066817 2.857683 0.0 0.0 0.0 0.5101
H -1.061477 2.846876 2.124344 0.0 0.0 0.0 -0.1544
H -3.601283 2.400194 3.731725 0.0 0.0 0.0 0.3815
H -2.099602 1.487378 3.817845 0.0 0.0 0.0 0.2314
H -4.404851 0.854446 2.212627 0.0 0.0 0.0 0.3583
H -2.838533 0.058708 2.094222 0.0 0.0 0.0 -0.4423
```
Forces are in eV/Å.

The molar mass is 980.110 g/mol. Its total charge is +1. As for the total energy: -111849.4626 eV. The HOMO-LUMO gap is 0.3012 Ha. For the energy above the lowest of the compared OMol25 structures with the same formula, charge and spin, the calculation gives 209.7 kJ/mol.

***

# C33H40Br2N3O3PPt

A molecular structure, C33H40Br2N3O3PPt at a distorted geometry (ωB97M-V/def2-TZVPD, the Open Molecules 2025 dataset).

XYZ file:
```
83
Properties=species:S:1:pos:R:3:forces:R:3:mulliken_charge:R:1
Pt 0.597967 0.830615 -0.087959 -0.4 -0.2 0.7 2.1969
C 2.004024 -1.282629 2.750240 0.0 0.1 0.0 -1.2258
C 1.631487 0.097914 3.300633 0.0 0.0 -0.2 0.5591
C 1.292869 0.035737 4.785083 0.0 0.0 -0.1 -1.6237
P 0.286719 0.772120 2.213822 -0.3 0.1 0.1 -0.2949
C -0.378102 2.305268 2.995384 0.1 0.0 -0.3 0.5804
C 0.699360 3.389237 2.932133 0.0 -0.1 0.0 -1.3510
C -1.613792 2.731019 2.194856 0.0 0.0 0.0 -1.3278
C -1.058599 -0.434296 2.351998 0.1 0.0 -0.3 -0.0847
C -1.851796 -0.604094 3.480277 0.0 -0.1 0.0 -0.0568
C -2.901659 -1.511521 3.510904 0.0 0.0 0.1 0.3922
C -3.741901 -1.699921 4.746383 0.0 0.0 -0.1 -1.7055
C -3.158754 -2.245621 2.351478 0.0 0.1 0.1 -1.0625
C -2.409500 -2.074551 1.207175 0.2 0.0 -0.1 -0.8418
C -1.335255 -1.160889 1.171673 -0.4 -0.2 0.4 0.4692
N -0.569357 -0.968454 0.055094 0.6 0.9 -0.5 0.1006
C -0.938258 -1.552230 -1.171933 -0.3 -0.2 -0.3 -0.4327
C -0.272655 -2.711062 -1.596384 0.0 0.1 0.1 0.5430
C 0.767856 -3.328523 -0.702536 -0.1 0.0 -0.1 -1.4626
C -0.592101 -3.267724 -2.826067 0.0 0.0 -0.1 -0.8353
C -1.545110 -2.694250 -3.660481 0.0 0.0 0.0 0.5975
C -1.863911 -3.309839 -4.997151 0.1 0.1 0.0 -1.5483
C -2.179103 -1.535618 -3.233865 0.0 0.0 0.0 -0.7541
C -1.907286 -0.958244 -1.999281 0.1 0.0 0.2 1.0596
C -2.656936 0.270745 -1.558993 0.0 -0.1 0.0 -1.4803
H 2.913488 -1.661827 3.222297 0.0 0.0 0.0 0.5617
H 2.153550 -1.238944 1.667877 0.0 -0.1 0.0 -0.0614
H 1.198409 -1.994335 2.941748 0.0 0.0 0.0 0.2387
H 2.472445 0.779176 3.150287 0.0 0.0 0.0 0.6608
H 0.454404 -0.638587 4.965649 0.0 0.0 0.0 0.2859
H 1.047522 1.020708 5.184973 0.0 0.0 0.0 0.3589
H 2.153036 -0.345146 5.340326 0.0 0.0 0.0 0.4657
H -0.656057 2.095478 4.032224 0.0 0.0 0.0 0.5103
H 1.031266 3.513928 1.899344 0.0 0.1 0.0 0.1494
H 1.570675 3.139094 3.541557 0.0 0.0 0.0 0.3078
H 0.296632 4.340758 3.283187 0.0 0.0 0.0 0.5164
H -1.339689 2.892560 1.150698 0.0 0.0 0.0 0.1546
H -2.008529 3.670433 2.586784 0.0 0.0 0.0 0.5127
H -2.401389 1.977977 2.238233 0.0 0.0 0.0 0.2640
H -1.662498 0.004354 4.358538 0.0 0.0 0.0 0.2506
H -3.495072 -0.955378 5.502440 0.0 0.0 0.0 0.3471
H -3.582129 -2.690152 5.178895 0.0 0.0 0.0 0.3206
H -4.804005 -1.613245 4.511176 0.0 0.0 0.0 0.3631
H -3.979043 -2.955287 2.348844 0.0 0.0 0.0 0.4114
H -2.638567 -2.639252 0.311519 0.0 0.0 0.0 0.5710
H 1.473683 -2.565438 -0.366890 0.0 0.0 0.0 0.0346
H 1.308740 -4.118239 -1.223422 0.0 0.0 0.0 0.4623
H 0.305123 -3.755139 0.190683 0.1 0.0 0.0 0.2898
H -0.086234 -4.174523 -3.144110 0.0 0.0 0.0 0.4081
H -1.878194 -4.397903 -4.930136 0.0 0.0 0.0 0.3770
H -1.110840 -3.032991 -5.739645 0.0 0.0 0.0 0.2641
H -2.832506 -2.971032 -5.362645 0.0 0.0 0.0 0.4020
H -2.912614 -1.062199 -3.879307 0.0 0.0 0.0 0.4056
H -3.041832 0.811452 -2.424265 0.0 0.0 0.0 0.4741
H -2.023825 0.939120 -0.975470 0.0 0.1 0.0 -0.0765
H -3.501630 -0.003932 -0.921378 0.0 0.0 0.0 0.4033
Br -1.332681 5.522139 -1.440771 0.0 -0.1 -0.2 -0.1858
C -0.829864 4.076998 -2.559511 0.2 -0.1 0.4 -0.1447
C -1.145772 4.099474 -3.915830 0.0 -0.2 -0.2 -0.3806
C -0.796945 3.046707 -4.721348 -0.2 0.2 -0.3 0.0743
Br -1.272006 3.109219 -6.568574 0.0 0.0 0.2 -0.2551
C -0.106526 1.929765 -4.209387 0.1 0.0 0.1 0.7134
C 0.277666 0.797313 -4.959967 0.1 -0.1 0.2 -0.8677
C 0.945368 -0.225924 -4.343456 0.0 0.1 -0.3 -1.2065
C 1.251666 -0.125761 -2.983320 0.1 0.0 0.2 -0.0790
N 0.892547 0.905575 -2.248129 -0.2 -0.3 -0.2 -0.1887
C 0.216829 1.929274 -2.830221 -0.1 0.2 -0.1 0.1847
C -0.162364 3.007481 -1.950217 -0.2 0.3 -0.1 0.0855
O 0.087899 2.955936 -0.691891 0.1 -0.5 0.2 -0.7671
H -1.686086 4.941150 -4.325736 0.0 0.0 0.0 0.4412
H 0.037681 0.749817 -6.012814 0.0 0.0 0.0 0.3538
H 1.242778 -1.107526 -4.894036 0.0 0.0 0.0 0.4587
H 1.800114 -0.913196 -2.481753 -0.1 0.0 0.0 0.6473
N 5.877133 -0.437532 0.213304 0.0 0.0 0.1 -0.6145
C 5.347044 0.776870 0.832906 -0.1 -0.1 -0.1 -0.4380
C 3.881541 0.984163 0.446964 0.2 0.1 0.3 0.4327
O 3.151746 1.753241 1.017299 0.4 -0.1 -0.2 -0.5038
O 3.474136 0.238990 -0.577151 0.0 -0.1 -0.3 -0.2687
H 6.873648 -0.380265 0.057622 0.0 0.0 0.0 0.2175
H 4.239928 -0.296478 -0.872434 0.1 0.0 0.1 0.3848
H 5.702446 -1.250158 0.791520 0.0 0.0 0.0 0.1950
H 5.887468 1.644423 0.452455 0.0 0.0 0.0 0.3659
H 5.414053 0.803593 1.921998 0.0 0.0 0.0 0.3014
```
Forces are in eV/Å.

The molar mass is 912.561 g/mol. As for the total energy: -198105.2269 eV. Its spin multiplicity is 3. The HOMO-LUMO gap (alpha / beta) is 0.2316 / 0.2219 Ha. For the energy above the lowest of the compared OMol25 structures with the same formula, charge and spin, the calculation gives 13.6 kJ/mol.